ORCA calculation (ωB97M-V/def2-TZVPD) on a structure of composition C19H24N6O2PdSSi in a non-equilibrium geometry.

Summary:
- Max |F|: 1.99 eV/A
- Calculated total energy: -55320.67550 eV
- LUMO energy (alpha / beta): 0.407 / -1.208 eV
- ⟨S²⟩: 2.01
- Kohn-Sham gap (alpha / beta): 0.2960 / 0.2310 hartree

ORCA input file:
```
! wB97M-V def2-TZVPD RIJCOSX def2/J DEFGRID3
* xyz 0 3
Pd 0.25395 0.20398 0.08943
C -2.57327 -2.26321 -0.30618
C -1.31817 -2.53658 -1.08645
C -1.14094 -3.64470 -1.89540
C 0.06112 -3.78206 -2.59546
C 1.06091 -2.84510 -2.48210
C 0.84000 -1.74734 -1.62610
N -0.34874 -1.62442 -0.98008
N 1.67077 -0.75986 -1.30405
Si 3.01627 0.15620 -1.86119
C 3.38680 -0.20936 -3.68304
C 2.53046 1.97667 -1.63903
C 4.50627 -0.20282 -0.76301
H -2.89656 -3.14718 0.24289
H -3.38176 -1.96699 -0.97676
H -2.38279 -1.45761 0.40049
H -1.91644 -4.39347 -1.97690
H 0.20920 -4.64564 -3.23236
H 2.00102 -2.93294 -3.00877
H 2.46151 -0.37387 -4.23922
H 4.00008 -1.10815 -3.78302
H 3.92356 0.61485 -4.15587
H 1.52525 2.15849 -2.02727
H 3.20883 2.67608 -2.13468
H 2.53639 2.21371 -0.57517
H 4.94308 -1.18392 -0.95981
H 4.17541 -0.17848 0.27736
H 5.28915 0.54851 -0.89025
N 2.64511 2.80121 7.65259
C 2.17873 2.28760 6.46110
C 2.85158 1.24472 5.81708
C 2.39573 0.76496 4.60444
C 1.26599 1.32135 4.02389
C 0.59275 2.36749 4.64002
C 1.04677 2.84417 5.85138
S 0.69074 0.69532 2.47690
O 1.76854 -0.13535 1.94879
O -0.58940 0.02916 2.64978
N 0.51453 1.93175 1.47164
C -0.70411 2.49490 1.18873
N -1.20644 3.47334 1.94305
C -2.34621 4.02242 1.54672
C -3.03088 3.60856 0.41524
C -2.44991 2.57928 -0.30209
N -1.30040 2.02856 0.06313
H 3.29475 2.24687 8.18015
H 2.01347 3.36533 8.19108
H 3.73017 0.81023 6.27869
H 2.90609 -0.03651 4.08763
H -0.26256 2.81371 4.14969
H 0.53017 3.65864 6.34581
H -2.72041 4.83115 2.16619
H -3.96327 4.05912 0.11136
H -2.91339 2.18041 -1.19730
*
```